Record 1
Formula: C29H46AuP2S
Source: the OMol25 dataset
Level of theory: ωB97M-V/def2-TZVPD

The geometry in ORCA input format:
```
! wB97M-V def2-TZVPD RIJCOSX def2/J DEFGRID3
* xyz 1 3
H 1.186 1.303 2.574
H -0.959 1.345 -4.079
P -1.404 0.478 -1.838
P 1.423 1.274 -3.355
C -0.423 1.443 -3.102
H 1.424 2.515 -6.951
C 0.686 -0.603 -7.233
C -0.699 -0.928 1.715
C 0.766 2.292 -6.095
C 0.687 -0.660 1.872
H 0.906 -4.333 -0.160
H 3.161 0.070 -2.097
H -3.095 0.237 -3.560
C -1.204 3.748 1.657
C -0.838 -1.921 0.696
H -0.557 1.761 -7.696
H -2.734 -0.904 2.333
H 2.555 1.363 -5.416
H -2.810 -1.529 -0.065
H 2.203 -0.773 -5.645
H -1.151 2.974 -6.623
H 2.388 0.029 2.931
H 2.878 2.176 -1.641
H -1.992 -2.936 -0.793
H 2.934 -0.722 -3.698
H -2.473 -0.752 -5.739
H -2.392 1.502 -5.481
C 1.311 0.246 2.854
H -2.710 2.474 -2.191
C -1.493 -0.352 -6.022
C 2.007 2.553 -2.184
C 1.244 -0.292 -5.826
H -1.308 -1.085 -8.116
C 0.782 -3.389 -0.708
H -3.221 -1.068 -2.312
H -0.847 2.933 3.641
C 2.928 0.234 -3.161
H 1.244 2.738 -1.408
H 1.278 -1.441 -7.661
C 1.392 -1.463 0.921
H 0.823 0.242 -7.895
H 3.190 -0.352 0.648
H -0.787 -2.134 -6.835
C -2.664 1.730 -1.394
C -2.553 -0.478 -2.934
H 3.762 0.854 -3.568
H -1.551 -0.373 3.584
C -1.797 -0.339 2.507
H -2.342 4.583 4.777
H 2.280 3.496 -2.649
H -0.587 2.499 -2.833
H -1.962 0.718 2.227
H 0.756 3.168 -5.428
C -2.133 -2.376 0.133
H -1.835 4.700 -0.198
C -2.214 4.627 3.694
C -0.627 2.007 -6.630
H -3.500 6.376 3.454
H -0.021 -3.541 -1.448
C 0.459 -2.294 0.245
C -1.483 1.050 -5.899
H 1.728 -3.193 -1.234
H -3.328 6.344 0.948
C -1.941 4.705 0.897
H -2.675 -3.031 0.826
H -2.039 -1.230 -3.557
C -1.382 3.704 3.072
C 2.848 -1.397 0.666
C -0.774 -1.081 -7.161
S -0.170 2.675 0.891
H 0.847 0.107 3.845
H 3.101 -1.858 -0.296
C 1.458 1.161 -5.320
C -2.770 5.620 1.548
H 3.449 -1.900 1.439
Au -0.054 -1.232 -4.605
H -2.384 2.201 -0.454
C -2.887 5.616 2.953
H -3.626 1.228 -1.296
*
```

- lowest unoccupied orbital energy (spin up / spin down) (eV) = -3.1396 / -4.4164
- electronic energy (eV) = -63911.643
- HOMO (spin up / spin down) (eV) = -9.05 / -8.94
- ΔE to the lowest compared entry with this formula, charge and spin (eV) = 1.137
- Kohn-Sham gap (spin up / spin down) (eV) = 5.9 / 4.5


Record 2
Formula: C29H46BrCoN3P2S
Source: the OMol25 dataset
Level of theory: ωB97M-V/def2-TZVPD

The geometry in ORCA input format:
```
! wB97M-V def2-TZVPD RIJCOSX def2/J DEFGRID3
* xyz 2 4
P -1.285 -1.800 -0.580
H -2.775 -4.510 0.209
H -3.971 -2.118 0.702
C 1.759 2.563 -2.500
N 0.665 1.634 3.226
H -5.037 -1.900 -0.718
C 2.844 1.225 0.722
H -0.287 -3.753 -1.607
C 2.810 3.475 -2.425
C -2.688 1.382 -1.290
H -3.080 -3.049 -1.572
C 4.321 1.610 0.559
H -1.280 -1.788 4.215
H -1.594 -5.039 1.426
C -4.104 1.050 -3.226
H 3.593 3.424 -3.168
H 2.118 2.248 4.713
H -3.041 -1.386 -2.168
H -1.623 -3.075 -3.517
C -2.971 -2.000 -1.256
C -0.340 0.716 3.179
H -5.918 2.393 -0.848
H 1.702 1.853 -3.322
H 5.025 0.944 1.077
H 2.284 -1.488 -1.999
C -4.073 -1.616 -0.274
C -3.824 1.854 -0.614
H 0.920 2.234 2.444
C 1.868 -1.926 2.409
N -5.167 1.507 -2.573
H 1.021 -2.327 2.989
Co -0.214 0.144 -0.030
H -2.003 0.649 -3.247
C -0.116 1.314 -1.419
H 0.271 -1.236 1.142
H 4.604 1.735 -0.494
Br 4.280 5.565 -1.230
H -0.970 -1.387 -3.484
C 0.644 0.646 5.190
H -0.201 0.754 -2.369
H 2.611 -2.738 2.366
H -2.146 -2.532 1.569
H 4.397 2.594 1.049
H -3.784 2.197 0.419
H 0.065 -2.746 -3.977
H 0.837 0.237 6.169
C 0.776 2.515 -1.495
H -2.405 -0.469 4.677
C -2.822 0.989 -2.633
H -1.385 2.226 0.162
H -4.264 0.723 -4.259
C 2.765 -0.565 -1.654
C -0.742 -2.450 -3.291
P 1.889 -0.125 -0.083
H 2.414 0.233 -2.324
C -0.266 -2.684 -1.856
H 4.302 -0.910 -2.989
H 4.754 0.293 -1.792
C 2.870 4.418 -1.385
C -1.380 -0.859 4.802
H 4.778 -1.461 -1.363
S -1.377 0.264 1.906
C 1.819 4.466 -0.452
H -1.204 -1.092 5.860
H -0.443 -2.935 1.439
C 1.303 1.591 4.462
H 1.365 -2.488 0.381
N -0.393 0.152 4.407
H 2.304 2.129 0.382
H 2.291 -1.053 2.918
C -1.395 -2.962 0.891
C 4.261 -0.671 -1.918
H 0.775 -2.347 -1.740
C 0.772 3.532 -0.513
C -1.732 -4.410 0.536
H -0.015 3.583 0.249
H 2.600 1.116 1.792
C -1.364 1.424 -0.595
H -4.088 -0.528 -0.119
H 1.826 5.252 0.298
H -1.078 -4.808 -0.249
C 1.377 -1.576 0.999
C -5.034 1.954 -1.317
*
```

- lowest unoccupied orbital energy (spin up / spin down) (eV) = -5.5929 / -7.5162
- electronic energy (eV) = -172354.979
- HOMO (spin up / spin down) (eV) = -13.07 / -13.64
- ΔE to the lowest compared entry with this formula, charge and spin (eV) = 0.000
- Kohn-Sham gap (spin up / spin down) (eV) = 7.5 / 6.1


Record 3
Formula: C29H46BrN3P2PtS
Source: the OMol25 dataset
Level of theory: ωB97M-V/def2-TZVPD

The geometry in ORCA input format:
```
! wB97M-V def2-TZVPD RIJCOSX def2/J DEFGRID3
* xyz 2 3
C 3.594 0.224 -0.742
Br 0.704 -0.236 -3.301
H -3.930 -1.714 -5.068
H -2.807 2.244 3.585
H 4.146 1.071 -0.298
S -1.359 0.218 -0.591
H 2.105 -0.708 5.918
H 3.918 -1.911 -1.043
C 0.372 -0.325 -6.405
H 2.083 2.466 2.183
C 1.260 -3.597 1.431
H -2.773 -2.469 -6.163
H 2.197 -4.021 3.350
H 3.168 0.143 1.915
H -1.798 1.636 -7.091
H -1.712 2.906 0.026
C -0.494 1.996 6.740
H 0.521 1.656 2.422
H 1.307 -2.028 -7.322
C -3.039 0.139 2.943
C -2.980 -1.559 -5.591
H 1.986 1.966 -2.645
H -0.405 -1.883 -7.690
H -0.725 2.345 -4.686
N 0.803 2.216 6.970
H -1.198 2.793 6.999
H -3.574 -0.407 3.698
H -1.308 -2.217 -4.380
C 1.516 2.131 -0.500
C -0.457 -1.423 5.170
C 1.606 1.535 2.514
C 0.336 -1.768 -6.898
C 0.404 -2.418 4.770
C -1.882 -1.299 -4.565
P -0.731 -0.003 -5.037
C -0.037 -0.216 5.841
H 2.330 2.691 -0.009
N -2.643 -0.436 1.755
H -2.030 0.663 6.009
H -0.670 3.192 1.450
C 0.196 -3.148 3.553
C 1.417 2.595 -1.952
H -1.518 -1.491 4.922
H 3.547 0.397 -1.826
C -1.082 -3.135 2.916
C 1.306 -3.673 2.821
H 2.746 1.482 6.912
H 0.118 -2.484 -6.104
C -1.681 2.938 1.118
C -2.687 1.444 2.880
P 1.879 0.369 -0.100
H 0.096 0.385 -7.200
H 5.371 -0.984 -0.634
C 4.298 -1.092 -0.425
H 4.187 -1.373 0.628
H 2.045 -3.960 0.771
N -2.099 1.647 1.642
C 0.146 -2.880 0.905
H -2.175 1.572 -4.029
H 1.388 -0.069 -6.067
H 1.554 -0.579 2.082
C 2.096 0.318 1.740
H -2.828 -1.395 1.490
C -0.964 0.801 6.184
H 1.827 1.410 3.581
H -2.332 -1.009 -3.602
H -2.020 -3.122 0.918
H 1.822 3.615 -2.043
H -3.300 1.551 -6.146
H 1.340 -2.604 5.302
H -1.999 -3.088 3.507
C 1.695 1.264 6.691
C -1.117 -3.072 1.531
C 1.331 0.030 6.130
H 0.375 2.637 -2.295
H -2.367 3.703 1.489
H -3.126 -0.736 -6.301
C -2.041 0.474 0.965
C -2.288 1.968 -6.168
C -1.506 1.603 -4.905
H 0.581 2.374 0.023
Pt 0.349 -1.333 -0.338
H -2.388 3.054 -6.229
*
```

- lowest unoccupied orbital energy (spin up / spin down) (eV) = -5.5744 / -6.8316
- electronic energy (eV) = -137975.792
- HOMO (spin up / spin down) (eV) = -11.89 / -11.89
- ΔE to the lowest compared entry with this formula, charge and spin (eV) = 0.000
- Kohn-Sham gap (spin up / spin down) (eV) = 6.3 / 5.1


Record 4
Formula: C29H46CeP2Te
Source: the OMol25 dataset
Level of theory: ωB97M-V/def2-TZVPD

The geometry in ORCA input format:
```
! wB97M-V def2-TZVPD RIJCOSX def2/J DEFGRID3
* xyz 1 2
H -1.741 -1.301 -3.225
H -4.034 -1.217 2.967
H 1.152 0.917 -1.524
C -0.542 -1.234 3.924
H 1.763 -5.662 0.711
H -3.808 -0.296 1.469
H -2.948 1.169 -0.338
H 2.581 1.920 0.869
P -1.115 0.020 -1.409
C 3.071 -4.523 -0.676
C 4.619 -6.923 -0.563
C -0.953 4.749 -2.570
H 4.632 -3.839 -2.024
H 0.808 7.043 -2.135
C 1.012 -3.638 2.419
H -3.417 0.208 -1.759
C 1.364 5.570 -0.647
Te 2.108 -2.589 -0.980
C 3.439 -6.817 0.160
C 1.246 6.041 -2.067
C 5.040 -5.843 -1.347
C 4.285 -4.665 -1.405
C -0.871 -0.675 -2.981
H -3.125 -3.115 -1.082
H 0.836 -4.608 2.891
Ce -0.406 -1.448 0.533
H 0.303 -4.638 -0.205
H -1.102 -5.543 0.396
H -0.096 1.982 2.806
H 0.546 -1.170 3.972
C -0.838 6.406 0.393
C 0.249 1.220 -0.984
H 1.547 -2.994 3.116
C -1.128 -3.517 0.896
C -0.293 -3.069 2.046
H -0.007 2.268 -1.206
H 2.264 6.125 -2.492
C -2.247 -1.682 1.962
H -1.474 1.960 1.682
H 0.477 5.439 -4.005
H 0.031 -1.302 -3.013
H -0.750 7.362 0.935
C -1.525 6.667 -0.969
C -2.340 -2.663 0.860
H 5.202 -7.837 -0.517
H -0.798 0.153 -3.686
H -1.514 5.786 1.006
H -1.356 3.848 -3.050
C -0.997 -1.945 2.706
H 1.648 -3.789 1.540
H -2.783 4.981 -1.609
P 0.517 0.892 0.831
C -2.639 0.868 -1.349
H -0.896 -1.800 4.790
H -2.876 0.124 2.919
H -4.014 -1.861 -0.189
H -2.535 1.749 -1.984
C -1.781 5.413 -1.753
C -0.777 -4.595 -0.042
H 3.095 -7.650 0.776
H -1.262 -4.469 -1.012
C -0.382 2.074 1.748
H 2.766 0.126 0.812
H 1.010 4.104 -3.001
C 0.495 5.718 0.362
H -0.963 -0.230 3.973
H 2.287 5.014 -0.424
C -3.466 -2.797 -0.095
H -0.948 7.401 -1.543
H 0.792 5.297 1.331
H -2.498 7.149 -0.753
C 2.673 -5.641 0.107
H -0.088 3.056 1.373
C -3.296 -0.700 2.344
H -4.147 -3.558 0.298
H 5.966 -5.927 -1.915
C 2.202 0.967 1.241
H 2.293 0.927 2.335
C 0.459 5.060 -2.969
*
```

- lowest unoccupied orbital energy (spin up / spin down) (eV) = -3.1773 / -3.1239
- electronic energy (eV) = -69606.780
- HOMO (spin up / spin down) (eV) = -9.50 / -9.50
- ΔE to the lowest compared entry with this formula, charge and spin (eV) = 4.255
- Kohn-Sham gap (spin up / spin down) (eV) = 6.3 / 6.4


Q: Which formula does entry 3 have?
A: C29H46BrN3P2PtS